Entry from the OMol25 dataset: C25H27FN6O3PtS as an isolated structure in a non-equilibrium geometry (ωB97M-V/def2-TZVPD).

Values from the calculation:
- spin multiplicity = 5
- total charge = +4
- total energy (eV) = -58205.04804
- expectation value of S² = 6.0647
- maximum force (eV/Å) = 2.0

Geometry (Å):
1 Pt 0.04820 -4.15704 -0.92839
2 C 5.18509 -4.98969 -0.49369
3 N 4.20801 -4.86118 0.58656
4 C 4.50767 -4.76289 1.90229
5 C 3.33214 -4.72748 2.59357
6 N 2.30473 -4.79507 1.68890
7 C 2.86175 -4.85961 0.43408
8 S 2.17349 -4.98388 -1.11990
9 C 0.93506 -4.96671 2.06133
10 C 0.58018 -5.05535 3.39736
11 C -0.72311 -5.39539 3.72768
12 C -1.63221 -5.68133 2.72228
13 C -1.21635 -5.52407 1.41333
14 N 0.02949 -5.14700 1.09681
15 H 6.18408 -4.97442 -0.06830
16 H 5.08798 -4.17386 -1.20704
17 H 5.04780 -5.93537 -1.01747
18 H 5.51927 -4.73290 2.27435
19 H 3.19211 -4.67982 3.65815
20 H 1.29663 -4.89433 4.18870
21 H -1.01950 -5.45966 4.76631
22 H -2.63559 -6.01585 2.94388
23 H -1.89096 -5.71588 0.58741
24 C -4.55542 2.09357 -0.06928
25 C -4.02234 1.84159 -1.47717
26 N -2.85300 0.93152 -1.44118
27 C -3.08166 -0.37876 -1.53588
28 C -2.14078 -1.36338 -1.32169
29 C -2.65816 -2.79724 -1.49829
30 O -3.85293 -2.94748 -1.50298
31 O -1.75657 -3.70107 -1.69364
32 C -0.83372 -1.04839 -0.89426
33 O 0.07583 -1.85920 -0.55580
34 C -0.55411 0.39780 -0.88578
35 C 0.74930 0.85880 -0.62821
36 C 1.04501 2.18481 -0.61806
37 F 2.30021 2.54114 -0.36124
38 C 0.06000 3.19136 -0.90931
39 C -1.24811 2.70887 -1.15911
40 C -1.56917 1.35969 -1.15440
41 N 0.35666 4.51345 -0.98447
42 C -0.57265 5.53814 -1.45467
43 C -0.74614 6.63391 -0.39961
44 N 0.58492 7.25444 -0.03378
45 C 1.73726 6.58291 -0.72332
46 C 1.66843 5.06420 -0.58669
47 H -5.43309 2.73636 -0.11837
48 H -3.80759 2.57339 0.56520
49 H -4.85342 1.15508 0.39772
50 H -3.75884 2.76727 -1.98226
51 H -4.78629 1.36995 -2.09059
52 H -4.08475 -0.68938 -1.80530
53 H 1.53768 0.14127 -0.44633
54 H -2.03433 3.41047 -1.37756
55 H -1.55283 5.13904 -1.68469
56 H -0.19173 5.95633 -2.38950
57 H -1.18818 6.21360 0.50208
58 H -1.41963 7.39988 -0.77817
59 H 0.71704 7.21643 0.97958
60 H 0.59343 8.25170 -0.26897
61 H 2.66844 6.93042 -0.27933
62 H 1.73435 6.89626 -1.76500
63 H 1.88912 4.76124 0.43866
64 H 2.46179 4.65880 -1.21658



Entry from the OMol25 dataset: a 5-piece molecular cluster, C2H15N2O4 overall in a non-equilibrium geometry (ωB97M-V/def2-TZVPD).

Values from the calculation:
- spin multiplicity = 1
- total charge = +1
- total energy (eV) = -13480.27006
- maximum force (eV/Å) = 5.1

Geometry (Å):
1 C 0.31476 -1.04480 2.69078
2 N -1.04593 0.42314 -0.36473
3 C -0.73852 -0.19050 0.76728
4 N 0.32391 -0.12086 1.54250
5 H 1.05499 -1.83612 2.29654
6 H -0.59281 -1.59839 2.81928
7 H 0.32322 -0.47307 3.75385
8 H -0.60613 1.27887 -0.69466
9 H -1.84552 0.18111 -0.93266
10 H -1.39699 -1.06753 1.03651
11 H 1.14072 0.50612 1.58441
12 H -1.68623 -1.70150 -3.53227
13 H -2.06560 -0.53201 -4.38085
14 O -2.11572 -0.71807 -3.41245
15 H 4.52806 -1.26634 -0.40561
16 H 5.38132 -0.54315 0.67505
17 O 4.73620 -1.38500 0.48724
18 H 2.40703 2.43341 0.38801
19 H 1.77996 1.65159 -0.85783
20 O 1.88427 1.68409 0.12168
21 H -4.66384 1.22806 -0.94703
22 H -3.43982 1.92966 -1.59329
23 O -3.67731 1.16129 -1.04178



Entry from the OMol25 dataset: a 4-piece molecular cluster, C4H16O4 overall in a non-equilibrium geometry (ωB97M-V/def2-TZVPD).

Values from the calculation:
- spin multiplicity = 1
- total charge = 0
- total energy (eV) = -12595.77122
- maximum force (eV/Å) = 1.0

Geometry (Å):
1 C -2.95359 0.31520 0.36172
2 O -2.67950 -0.75747 1.24762
3 H -3.49905 1.07527 0.91014
4 H -2.04440 0.70056 -0.10417
5 H -3.57678 -0.03686 -0.47284
6 H -1.89695 -1.22009 0.93803
7 C 1.99185 0.02082 -0.55983
8 O 0.76394 0.25591 0.11601
9 H 2.82236 0.41910 0.03156
10 H 2.18808 -1.05079 -0.68010
11 H 1.94430 0.48163 -1.54030
12 H 0.64568 -0.31338 0.88791
13 C 1.64846 -1.18520 2.96300
14 O 0.32916 -1.37575 2.44040
15 H 1.77959 -0.22492 3.46193
16 H 1.95218 -2.00365 3.61964
17 H 2.33646 -1.21600 2.11594
18 H -0.28190 -1.13480 3.14321
19 C -0.25218 1.13578 -3.49122
20 O -0.42810 1.92805 -2.33950
21 H 0.76454 1.19225 -3.89637
22 H -0.49732 0.08059 -3.31585
23 H -0.94423 1.47770 -4.26143
24 H -0.11259 1.43604 -1.57549



Entry from the OMol25 dataset: a 2-piece molecular cluster, C3H5FN2O6 overall in a non-equilibrium geometry (ωB97M-V/def2-TZVPD).

Values from the calculation:
- spin multiplicity = 1
- total charge = 0
- total energy (eV) = -21165.79384
- maximum force (eV/Å) = 4.9

Geometry (Å):
1 C -1.61939 -1.11301 0.17886
2 C -1.90956 0.29217 -0.31477
3 C 1.03338 0.07868 -0.36270
4 N 1.75458 -1.12786 -0.11738
5 N 1.28420 1.23653 0.16112
6 O 2.24146 -1.32783 0.93930
7 O 1.80696 -1.86507 -1.11066
8 O 1.64302 1.44996 1.29988
9 O 0.89795 2.29578 -0.62560
10 O -0.82906 -1.21118 1.37702
11 O -1.41116 1.24268 0.12730
12 F 0.49279 0.20177 -1.58932
13 H -1.05891 -1.57767 -0.62019
14 H -2.49112 -1.63060 0.40626
15 H -2.72410 0.22690 -1.10036
16 H -0.39441 -0.27559 1.54926
17 H 1.28336 3.10433 -0.19803